The following is a DFT calculation (ωB97M-V/def2-TZVPD) of 2 unconnected molecules or ions with the total composition C19H22F in a non-equilibrium geometry.

Last columns: bonded neighbours and bond lengths (Å).
Atoms and positions in Å:
1 C -1.401 -1.100 1.772  C2 1.504, H7 1.094, H8 1.109, H9 1.102
2 C -0.678 0.189 2.052  C1 1.504, C3 1.503, C4 1.352
3 C -1.497 1.447 2.142  C2 1.503, H10 1.095, H11 1.099, H12 1.103
4 C 0.663 0.239 1.887  C2 1.352, C5 1.501, C6 1.506
5 C 1.394 1.541 1.741  C4 1.501, H13 1.098, H14 1.105, H15 1.099
6 C 1.464 -1.013 1.648  C4 1.506, H16 1.097, H17 1.101, H18 1.104
7 H -2.485 -0.973 1.852  C1 1.094
8 H -1.206 -1.467 0.745  C1 1.109
9 H -1.103 -1.915 2.451  C1 1.102
10 H -2.562 1.229 2.272  C3 1.095
11 H -1.199 2.102 2.973  C3 1.099
12 H -1.414 2.035 1.214  C3 1.103
13 H 2.475 1.352 1.700  C5 1.098
14 H 1.132 2.057 0.800  C5 1.105
15 H 1.209 2.244 2.566  C5 1.099
16 H 2.533 -0.771 1.610  C6 1.097
17 H 1.326 -1.763 2.442  C6 1.101
18 H 1.210 -1.498 0.690  C6 1.104
19 F 1.579 1.611 9.002  C20 1.374
20 C 0.694 1.221 8.026  F19 1.374, C21 1.397, C32 1.394
21 C 1.212 0.847 6.784  C20 1.397, C22 1.385, H33 1.089
22 C 0.327 0.363 5.835  C21 1.385, C23 1.433, H34 1.095
23 C -1.081 0.266 6.083  C22 1.433, C24 1.424, C31 1.433
24 C -1.879 -0.414 5.119  C23 1.424, C25 1.422, H35 1.089
25 C -3.084 -1.137 5.329  C24 1.422, C26 1.431, C30 1.431
26 C -3.544 -1.997 4.281  C25 1.431, C27 1.383, H36 1.087
27 C -4.789 -2.597 4.318  C26 1.383, C28 1.405, H37 1.092
28 C -5.629 -2.431 5.432  C27 1.405, C29 1.404, H38 1.096
29 C -5.151 -1.691 6.525  C28 1.404, C30 1.392, H39 1.092
30 C -3.879 -1.126 6.519  C25 1.431, C29 1.392, H40 1.084
31 C -1.556 0.840 7.308  C23 1.433, C32 1.393, H41 1.091
32 C -0.669 1.202 8.319  C20 1.394, C31 1.393, H42 1.091
33 H 2.279 0.914 6.576  C21 1.089
34 H 0.684 0.002 4.866  C22 1.095
35 H -1.454 -0.504 4.120  C24 1.089
36 H -2.863 -2.194 3.458  C26 1.087
37 H -5.112 -3.199 3.467  C27 1.092
38 H -6.622 -2.894 5.451  C28 1.096
39 H -5.787 -1.555 7.402  C29 1.092
40 H -3.479 -0.682 7.424  C30 1.084
41 H -2.622 1.014 7.462  C31 1.091
42 H -1.018 1.486 9.312  C32 1.091

The calculation puts the calculated total energy at -22769.1954 eV. The LUMO energy comes out at -5.9 eV. The frontier orbital gap comes out at 5.42 eV. The total charge is +1. The energy above the lowest of the compared OMol25 structures with the same formula, charge and spin comes out at 38.5 kJ/mol. The value obtained for the HOMO energy is -0.4169 Eh.

Atom charges from the natural (NBO) analysis, given in e for atoms 1 to 6: -0.6603 -0.0609 -0.6570 0.0435 -0.6572 -0.6566